43
Properties=species:S:1:pos:R:3:nbo_charge:R:1 method="wB97M-V/def2-TZVPD" total_charge=+4 gap_ev=4.43 e_above_lowest_ev=0.504
W -1.58 -0.91 -0.40 2.17
O 2.50 4.48 -1.04 -0.69
C 1.14 4.66 -1.08 -0.15
C 0.45 3.39 -0.82 0.26
C -0.97 3.30 -0.81 -0.20
C -1.57 2.10 -0.61 0.09
N -0.84 0.94 -0.35 -0.59
C 0.57 1.03 -0.35 0.17
C 1.20 2.20 -0.58 -0.18
C 1.24 -0.27 -0.15 0.28
C 2.58 -0.48 -0.05 -0.20
C 3.07 -1.80 0.13 0.26
C 4.52 -2.04 0.22 -0.15
O 5.21 -0.85 0.12 -0.68
C 2.15 -2.87 0.21 -0.19
C 0.82 -2.63 0.11 0.08
N 0.33 -1.33 -0.08 -0.61
H 2.98 5.30 -1.22 0.54
H 0.75 5.04 -2.05 0.29
H 0.76 5.39 -0.33 0.29
H -1.58 4.18 -0.99 0.30
H -2.65 1.99 -0.64 0.27
H 2.28 2.28 -0.60 0.31
H 3.30 0.33 -0.09 0.31
H 4.76 -2.78 -0.57 0.29
H 4.70 -2.60 1.16 0.29
H 6.17 -0.98 0.18 0.54
H 2.49 -3.89 0.36 0.30
H 0.08 -3.42 0.16 0.27
C -2.64 -0.26 2.87 -0.70
S -2.40 -1.70 1.77 0.50
C -4.06 -2.42 1.61 -0.70
H -3.42 0.38 2.46 0.27
H -1.69 0.25 3.01 0.27
H -2.96 -0.70 3.82 0.31
H -4.34 -2.69 2.63 0.31
H -3.99 -3.31 0.99 0.29
H -4.74 -1.67 1.20 0.27
O -1.55 -0.92 -2.47 -0.83
Se -3.10 -1.63 -2.30 2.62
O -4.19 -2.03 -3.34 -0.61
O -2.39 -2.66 -1.06 -0.85
O -3.38 -0.39 -0.99 -0.82